Density functional theory data (wB97M-V/def2-TZVPD) for 11 unconnected molecules or ions with the total composition C42H111N5O19 in a non-equilibrium geometry.

The geometry in XYZ format:
```
177
Properties=species:S:1:pos:R:3
C -1.000 -0.478 -3.871
O -2.143 -1.207 -4.148
C -2.557 -1.203 -5.500
C -3.791 -2.085 -5.583
N -3.516 -3.453 -5.185
C -2.626 -4.147 -6.109
C -2.287 -5.522 -5.585
O -1.607 -5.402 -4.423
C -1.501 -6.617 -3.697
H -0.114 -1.065 -4.111
H -1.000 -0.180 -2.806
H -0.898 0.429 -4.493
H -1.769 -1.512 -6.196
H -2.905 -0.224 -5.775
H -4.196 -2.067 -6.613
H -4.601 -1.640 -5.054
H -3.129 -3.272 -4.266
H -1.695 -3.619 -6.383
H -3.214 -4.220 -7.009
H -1.634 -6.099 -6.228
H -3.213 -6.119 -5.467
H -0.960 -7.378 -4.262
H -2.493 -7.021 -3.501
H -0.969 -6.400 -2.781
C -3.702 -1.838 -0.889
O -2.383 -2.162 -0.547
C -2.072 -3.475 -0.963
C -0.646 -3.744 -0.627
N -0.349 -3.784 0.815
C 0.772 -4.648 1.074
C 1.083 -4.847 2.524
O 1.175 -3.676 3.249
C 1.175 -3.864 4.647
H -4.464 -2.407 -0.340
H -3.829 -1.981 -1.953
H -3.771 -0.793 -0.670
H -2.159 -3.575 -2.059
H -2.701 -4.167 -0.409
H -0.043 -3.001 -1.187
H -0.332 -4.673 -1.087
H -0.145 -2.846 1.140
H 1.673 -4.216 0.586
H 0.662 -5.674 0.691
H 2.026 -5.511 2.616
H 0.193 -5.402 2.900
H 0.198 -4.170 5.072
H 1.524 -2.987 5.140
H 1.913 -4.638 4.903
C 6.680 -0.079 -7.320
O 6.145 -0.478 -6.042
C 6.411 -1.854 -5.758
C 6.248 -2.229 -4.213
N 4.919 -2.118 -3.622
C 4.383 -0.758 -3.472
C 2.840 -0.833 -3.222
O 2.224 0.367 -2.848
C 2.069 1.340 -3.897
H 6.668 0.990 -7.381
H 6.040 -0.498 -8.137
H 7.705 -0.409 -7.501
H 7.455 -2.022 -6.007
H 5.753 -2.515 -6.367
H 6.960 -1.626 -3.647
H 6.576 -3.271 -4.078
H 4.258 -2.740 -4.131
H 4.633 -0.180 -4.368
H 4.725 -0.135 -2.638
H 2.616 -1.444 -2.361
H 2.436 -1.337 -4.130
H 1.245 1.178 -4.585
H 2.952 1.407 -4.528
H 1.951 2.298 -3.370
C -0.081 7.609 2.978
O -0.587 6.301 2.939
C -1.766 6.163 2.148
C -1.963 4.690 2.010
N -3.024 4.355 1.121
C -3.534 2.992 1.238
C -4.490 2.677 0.093
O -3.675 2.655 -1.045
C -4.420 2.537 -2.301
H -0.631 8.263 3.661
H -0.057 8.113 2.019
H 0.906 7.587 3.415
H -1.613 6.507 1.115
H -2.630 6.712 2.553
H -2.121 4.287 3.032
H -0.984 4.268 1.705
H -3.796 5.014 1.181
H -3.987 2.958 2.223
H -2.726 2.267 1.164
H -5.289 3.401 -0.021
H -4.912 1.662 0.247
H -3.783 2.822 -3.114
H -5.215 3.308 -2.323
H -4.949 1.591 -2.489
C -3.506 -1.157 2.487
O -3.399 -1.321 3.877
C -2.311 -2.212 4.243
C -2.279 -2.287 5.747
N -2.518 -0.991 6.443
C -2.615 -1.174 7.881
C -3.980 -1.654 8.395
O -4.858 -0.563 8.403
C -6.190 -0.922 8.052
H -3.626 -2.163 1.978
H -2.604 -0.654 2.113
H -4.388 -0.548 2.215
H -1.321 -1.845 3.918
H -2.460 -3.220 3.851
H -1.276 -2.544 6.028
H -3.013 -3.096 6.093
H -3.482 -0.672 6.206
H -2.384 -0.268 8.457
H -1.794 -1.811 8.187
H -3.866 -2.076 9.401
H -4.353 -2.456 7.740
H -6.614 -1.655 8.730
H -6.334 -1.277 7.026
H -6.731 0.023 8.124
O -2.614 5.984 -1.312
C -1.326 5.775 -1.852
C -1.235 4.324 -2.317
O 0.093 4.118 -2.891
H -2.667 5.354 -0.576
H -1.283 6.447 -2.733
H -0.518 5.913 -1.148
H -1.983 4.185 -3.098
H -1.456 3.655 -1.490
H 0.731 3.938 -2.176
O 0.479 1.042 5.297
C 1.583 0.162 4.891
C 2.769 1.121 4.677
O 2.369 2.159 3.770
H -0.212 0.511 5.711
H 1.874 -0.565 5.688
H 1.245 -0.423 4.009
H 3.643 0.628 4.286
H 2.978 1.459 5.688
H 1.507 2.499 4.050
O 3.665 -2.877 2.056
C 3.286 -1.891 1.097
C 4.159 -2.052 -0.110
O 3.816 -3.202 -0.886
H 2.912 -3.126 2.587
H 2.231 -2.062 0.812
H 3.342 -0.893 1.566
H 5.209 -2.038 0.190
H 4.015 -1.127 -0.668
H 4.020 -2.955 -1.815
C 4.385 2.050 -0.536
C 4.676 2.520 0.911
O 3.523 3.190 1.429
H 5.358 1.693 -0.889
H 4.050 2.866 -1.179
H 3.613 1.253 -0.454
H 5.453 3.263 0.914
H 5.006 1.691 1.550
H 3.042 2.614 2.000
C 2.683 6.436 0.453
C 2.582 5.494 -0.669
O 1.817 4.367 -0.335
H 3.036 7.350 0.059
H 3.472 6.094 1.172
H 1.745 6.508 0.991
H 3.595 5.227 -1.031
H 2.160 6.048 -1.508
H 2.371 3.913 0.354
C 0.580 1.353 0.501
C -0.192 0.172 -0.114
O -0.403 -0.946 0.809
H -0.036 1.808 1.257
H 0.744 2.123 -0.259
H 1.565 1.144 0.907
H 0.347 -0.227 -0.966
H -1.161 0.570 -0.393
H -1.282 -1.309 0.620
```

Results
LUMO energy = 0.02456 hartree
Total energy = -3369.8277 hartree
Relative energy (zero: lowest compared OMol25 entry of this formula, charge and spin) = 0.00 kJ/mol